(1)
The following is a DFT calculation (ωB97M-V/def2-TZVPD) of 2 unconnected molecules or ions with the total composition C2H8NO at a distorted geometry.

Results
HOMO level ... -0.0393 Eh
2S+1 ... 1
Charge ... -1
LUMO level ... 4.890 eV
Energy relative to the best compared isomer or geometry (same formula, charge and spin) ... 110.5 kJ/mol
Orbital gap ... 5.96 eV
F_max ... 1.02 eV Å⁻¹
Energy ... -5740.0289 eV

XYZ file:
```
12
C2H8NO ωB97M-V/def2-TZVPD
O -0.64 1.47 -2.51
H -1.49 1.57 -2.07
C 0.33 -1.31 -0.15
N -0.03 0.06 0.07
C 0.12 0.42 1.44
H -0.20 -1.98 0.57
H 0.07 -1.67 -1.15
H 1.41 -1.49 0.05
H -0.09 1.29 -1.71
H -0.82 0.78 1.87
H 0.80 1.29 1.56
H 0.55 -0.42 2.03
```



(2)
The following is a DFT calculation (ωB97M-V/def2-TZVPD) of 10 unconnected molecules or ions with the total composition C50H116N4O10 at a distorted geometry.

Results
HOMO level ... -0.2830 Eh
2S+1 ... 1
LUMO level ... 0.376 eV
Orbital gap ... 8.08 eV
F_max ... 4.27 eV Å⁻¹
Energy ... -80159.0879 eV

XYZ file:
```
180
C50H116N4O10 ωB97M-V/def2-TZVPD
C 4.38 1.86 3.62
C 4.19 0.49 2.97
C 4.64 -0.65 3.95
C 2.69 0.42 2.67
C 2.38 -0.79 1.68
C 3.15 -0.54 0.38
C 4.70 -0.47 0.55
C 5.26 -1.88 0.85
C 5.15 0.15 -0.83
N 4.94 0.42 1.69
O 6.33 0.76 1.79
H 3.82 2.01 4.54
H 5.40 2.06 3.95
H 4.21 2.68 2.93
H 5.73 -0.68 4.03
H 4.28 -0.43 4.95
H 4.24 -1.64 3.75
H 2.19 0.28 3.63
H 2.32 1.36 2.26
H 2.74 -1.73 2.08
H 1.34 -0.90 1.39
H 2.76 0.34 -0.13
H 2.98 -1.37 -0.29
H 5.50 -2.52 0.00
H 4.54 -2.36 1.52
H 6.21 -1.80 1.38
H 4.66 1.11 -1.02
H 4.94 -0.53 -1.66
H 6.22 0.32 -0.84
H 6.72 0.01 2.24
C 2.03 -0.22 -6.38
C 0.83 -0.93 -5.61
C -0.40 0.07 -5.54
C 0.29 -2.11 -6.50
C 1.20 -3.37 -6.43
C 1.21 -3.83 -4.97
C 1.68 -2.73 -3.96
C 1.20 -3.37 -2.61
C 3.19 -2.72 -3.93
N 1.04 -1.42 -4.25
O 1.33 -0.44 -3.30
H 2.80 -0.93 -6.67
H 1.61 0.18 -7.30
H 2.47 0.62 -5.84
H -1.19 -0.48 -5.03
H -0.15 0.94 -4.93
H -0.76 0.42 -6.51
H -0.70 -2.36 -6.12
H 0.02 -1.84 -7.53
H 0.81 -4.17 -7.06
H 2.16 -3.05 -6.82
H 1.85 -4.71 -4.89
H 0.19 -4.13 -4.74
H 1.39 -4.42 -2.37
H 0.14 -3.17 -2.43
H 1.53 -2.73 -1.79
H 3.55 -1.93 -3.27
H 3.41 -2.49 -4.97
H 3.59 -3.65 -3.51
H 0.48 -0.30 -2.87
C 2.50 5.46 -3.67
C 2.33 4.59 -2.43
C 2.34 3.08 -2.80
C 3.65 4.87 -1.63
C 3.64 4.35 -0.13
C 2.36 4.89 0.59
C 1.05 4.69 -0.21
C 0.71 3.19 -0.04
C 0.02 5.64 0.44
N 1.23 5.07 -1.62
O 0.12 5.07 -2.33
H 3.49 5.31 -4.11
H 1.72 5.32 -4.42
H 2.51 6.53 -3.45
H 2.64 2.31 -2.10
H 1.40 2.77 -3.26
H 2.96 2.85 -3.66
H 4.47 4.50 -2.24
H 3.76 5.94 -1.50
H 3.64 3.26 -0.04
H 4.53 4.61 0.44
H 2.45 5.96 0.74
H 2.32 4.37 1.55
H 1.61 2.61 -0.25
H 0.05 2.90 -0.85
H 0.31 2.97 0.95
H -0.99 5.36 0.15
H 0.14 6.72 0.36
H 0.08 5.54 1.52
H -0.11 4.15 -2.42
C 0.82 -1.65 8.37
C -0.24 -1.92 7.29
C -1.60 -2.33 7.92
C -0.36 -0.53 6.54
C -1.05 -0.66 5.22
C -0.37 -1.75 4.32
C -0.26 -3.15 4.96
C -1.60 -3.78 4.83
C 0.77 -3.98 4.08
N 0.15 -2.97 6.36
O 0.56 -4.17 6.95
H 1.83 -1.51 7.99
H 0.46 -0.80 8.95
H 0.90 -2.44 9.12
H -1.49 -3.22 8.55
H -2.09 -1.48 8.40
H -2.29 -2.67 7.15
H -0.85 0.18 7.21
H 0.70 -0.33 6.42
H -2.12 -0.88 5.25
H -0.91 0.30 4.73
H 0.61 -1.43 3.97
H -0.95 -1.91 3.40
H -1.76 -4.00 3.77
H -2.53 -3.39 5.23
H -1.61 -4.83 5.12
H 0.26 -4.24 3.15
H 1.00 -4.93 4.56
H 1.69 -3.43 3.92
H 1.52 -4.14 6.99
C -3.06 2.05 -4.51
C -2.56 3.03 -3.43
C -3.39 3.15 -2.09
O -1.24 2.63 -3.17
H -4.08 2.33 -4.75
H -3.02 1.00 -4.22
H -2.36 2.19 -5.34
H -2.41 4.03 -3.83
H -3.65 2.17 -1.71
H -4.28 3.75 -2.29
H -2.85 3.74 -1.35
H -1.28 1.69 -3.03
C -2.92 -2.92 1.41
C -3.47 -4.10 0.65
C -2.68 -4.36 -0.60
O -3.37 -5.32 1.43
H -3.18 -3.05 2.46
H -3.28 -1.96 1.04
H -1.83 -2.87 1.42
H -4.54 -3.94 0.51
H -2.78 -3.43 -1.17
H -2.98 -5.24 -1.16
H -1.61 -4.51 -0.42
H -2.50 -5.69 1.25
C -7.25 1.07 -0.31
C -6.47 -0.21 0.12
O -5.08 0.03 -0.03
H -7.07 1.83 0.45
H -8.28 0.73 -0.45
H -6.90 1.41 -1.28
H -6.70 -1.01 -0.59
H -6.69 -0.60 1.12
H -4.66 0.02 0.83
C -3.83 -2.37 -4.21
C -4.64 -1.33 -3.44
O -4.06 -1.18 -2.19
H -2.75 -2.24 -4.12
H -4.09 -2.41 -5.27
H -4.03 -3.36 -3.80
H -5.64 -1.72 -3.25
H -4.77 -0.36 -3.92
H -4.62 -0.78 -1.52
C -4.30 4.14 1.94
C -3.44 2.94 1.82
O -3.19 2.36 3.09
H -4.43 4.55 0.94
H -3.90 4.99 2.50
H -5.26 3.94 2.42
H -2.47 3.34 1.50
H -3.75 2.19 1.08
H -2.64 2.97 3.58
C -1.47 0.05 0.33
C -0.68 -0.58 -0.85
O -1.39 -0.16 -2.03
H -1.26 -0.41 1.30
H -2.54 -0.10 0.21
H -1.29 1.12 0.35
H -0.84 -1.65 -0.78
H 0.39 -0.39 -0.87
H -2.17 -0.72 -2.02
```



(3)
The following is a DFT calculation (ωB97M-V/def2-TZVPD) of a single CO4S molecule at a distorted geometry.

Results
HOMO level ... -0.4514 Eh
2S+1 ... 1
LUMO level ... -0.510 eV
Energy relative to the best compared isomer or geometry (same formula, charge and spin) ... 137.6 kJ/mol
Orbital gap ... 11.77 eV
F_max ... 2.92 eV Å⁻¹
Energy ... -20061.0748 eV

XYZ file:
```
6
CO4S ωB97M-V/def2-TZVPD
C 0.68 0.12 0.60
O -0.37 -0.79 0.71
O 0.78 0.26 -0.73
O -1.67 0.40 -1.09
O 1.33 0.64 1.40
S -0.74 -0.62 -0.90
```



(4)
The following is a DFT calculation (ωB97M-V/def2-TZVPD) of a single C5H9NO molecule at a distorted geometry.

Results
HOMO level ... -0.2939 Eh
2S+1 ... 1
LUMO level ... 0.601 eV
Energy relative to the best compared isomer or geometry (same formula, charge and spin) ... 444.1 kJ/mol
Orbital gap ... 8.60 eV
F_max ... 1.80 eV Å⁻¹
Energy ... -8864.6103 eV

XYZ file:
```
16
C5H9NO ωB97M-V/def2-TZVPD
C 0.32 -0.34 -1.75
C 0.84 -0.78 -0.38
N 1.93 0.12 0.05
C -0.01 -0.54 0.82
C -0.69 0.62 0.95
C -2.09 0.90 0.88
O -1.32 1.07 2.09
H -0.44 -1.02 -2.16
H 1.15 -0.28 -2.47
H -0.13 0.66 -1.68
H 1.21 -1.81 -0.44
H 2.64 -0.24 0.67
H 1.50 0.99 0.34
H 0.32 -1.07 1.71
H -2.57 1.77 0.46
H -2.67 -0.03 0.91
```